Entry 1:
This record from the OMol25 dataset describes a 2-piece molecular cluster, C5H14N2S overall. The level of theory is wB97M-V/def2-TZVPD.

Lowest unoccupied orbital energy (alpha / beta) in eV: 3.8 / 2.9
Expectation value of S²: 0.7544
Total charge: -1
Calculated total energy in a.u.: -706.5149
HOMO level (alpha / beta) in eV: -2.5 / -2.5
Multiplicity: 2
Frontier orbital gap (alpha / beta) in eV: 6.320 / 5.433

Last column: Mulliken charge in e.
Cartesian coordinates (Å):
1 C -0.30721 0.40781 0.90126  0.359
2 H 1.02239 -0.51952 -4.27095  0.144
3 S 0.54776 2.17433 -1.49125  -0.658
4 H -2.09106 -3.00948 -0.37146  0.300
5 H 1.39306 -0.99310 0.57814  0.379
6 H 0.42691 -0.63607 -0.84076  0.264
7 H -0.76863 -0.16188 2.81355  0.259
8 C -1.51987 -2.08510 -0.51622  -0.733
9 C 0.37108 -0.82898 0.24205  -0.417
10 C 0.67104 1.52534 1.21774  -0.801
11 H 0.72974 0.10655 -3.98360  -0.167
12 H 0.15942 2.46262 1.46678  0.259
13 H -1.40108 -1.94905 -1.58007  0.300
14 H 1.32606 1.25904 2.04897  0.351
15 H 2.26637 1.07992 -0.13922  0.190
16 C 1.52607 1.91333 0.00551  -0.766
17 N -1.28742 0.02449 1.95807  -0.749
18 N -0.34671 -2.11248 0.28790  -0.604
19 H -1.63282 -0.87399 1.64476  0.284
20 H -2.27474 -1.34929 -0.15489  0.271
21 H 2.19154 2.78663 0.10228  0.348
22 H -1.00191 0.77887 0.08139  0.188

---

Entry 2:
This record from the OMol25 dataset describes one molecule with the formula C5H14N2S. The level of theory is wB97M-V/def2-TZVPD.

Lowest unoccupied orbital energy in eV: 1.1
SMILES: CNCCNCCS
Calculated total energy in a.u.: -706.5119
HOMO level in eV: -8.4
Frontier orbital gap in eV: 9.473

Last column: Mulliken charge in e.
Cartesian coordinates (Å):
1 H 1.49972 -0.13687 -0.99092  0.472
2 H -0.76058 -3.58816 -2.13268  0.340
3 C -0.92537 2.27558 1.40490  -0.606
4 H 0.99077 -3.05605 -0.43333  0.210
5 C 0.46782 1.96126 0.93044  -0.653
6 H -1.27490 -1.35413 -0.58485  0.270
7 H 1.18875 2.49354 1.63753  0.443
8 N 0.57926 -2.37220 -1.02993  -0.295
9 H -0.08884 -1.97110 -2.98052  0.277
10 H -1.73630 3.51782 3.36508  0.120
11 H 0.69961 2.57932 0.06349  0.369
12 H -0.44748 -1.76024 0.78621  0.392
13 C 0.00978 -2.86206 -2.34076  -0.902
14 C 0.59517 -0.05565 -0.46010  -0.639
15 H 0.06432 0.59780 -1.18683  0.284
16 N 0.68629 0.57438 0.91946  -0.428
17 H -1.72615 2.24703 0.64151  0.338
18 C -0.20995 -1.44707 -0.28324  -0.653
19 H 1.71578 0.45674 1.06769  0.260
20 S -0.98409 3.89594 2.31564  -0.273
21 H 0.80258 -3.50001 -2.83700  0.302
22 H -1.14619 1.50413 2.12821  0.373

---

Entry 3:
This record from the OMol25 dataset describes one molecule with the formula C5H14N2S. The level of theory is wB97M-V/def2-TZVPD.

Lowest unoccupied orbital energy in eV: 1.0
SMILES: CNC[C@@H](CS)NC
Calculated total energy in a.u.: -706.5584
HOMO level in eV: -8.3
Frontier orbital gap in eV: 9.293

Last column: Mulliken charge in e.
Cartesian coordinates (Å):
1 H -1.30645 -0.05033 0.73374  0.425
2 H 2.88480 1.25490 0.96619  0.328
3 H -3.03692 -0.26022 -1.06672  0.321
4 H 1.43511 -0.46678 -0.46782  0.359
5 H 3.24681 -0.39345 1.46990  0.341
6 C -2.60816 -1.25950 -1.03736  -0.932
7 N 1.18650 0.24370 1.47091  -0.227
8 C 0.75357 -0.57897 0.33859  -0.952
9 H -1.61636 1.35757 -1.32027  0.283
10 H -2.92559 -1.72089 -1.93226  0.367
11 H 1.18856 2.11834 0.24101  0.015
12 H 0.75237 -0.06127 2.33373  0.225
13 C -0.65896 -0.13817 -0.13430  0.070
14 C 2.58865 0.46018 1.58309  -1.030
15 H -2.97096 -1.87337 -0.19914  0.258
16 N -1.14694 -1.23654 -0.97924  -0.408
17 H 2.82938 0.85141 2.56254  0.382
18 H -0.78138 -1.09875 -1.90744  0.310
19 S 0.07941 2.60855 -0.28874  -0.220
20 H 0.64287 -1.64970 0.52209  0.345
21 H 0.05200 0.78542 -1.85118  0.404
22 C -0.58831 1.10785 -1.03732  -0.664

---

Entry 4:
This record from the OMol25 dataset describes one molecule with the formula C5H14N2S. The level of theory is wB97M-V/def2-TZVPD.

Lowest unoccupied orbital energy in eV: 0.9
SMILES: CCNC[C@H](N)CS
Calculated total energy in a.u.: -706.5716
HOMO level in eV: -8.8
Frontier orbital gap in eV: 9.745

Last column: Mulliken charge in e.
Cartesian coordinates (Å):
1 C 0.46666 0.14751 0.46494  -0.932
2 H 2.47557 -1.76078 0.11195  0.290
3 H 1.36520 0.51909 0.96499  0.304
4 H 2.78327 -2.48328 -1.51529  0.389
5 C -1.96597 0.63186 -0.01470  -0.964
6 C 2.53976 -1.58387 -0.95989  -1.015
7 C 1.23088 -1.06894 -1.57405  -0.674
8 N 0.57477 0.10774 -1.02029  -0.238
9 H -1.66104 0.49173 2.56825  0.203
10 H -1.95825 -0.35263 -0.47297  0.385
11 H 1.12580 0.92690 -1.23749  0.248
12 S -3.59693 1.19508 0.53033  -0.180
13 H 0.49944 -1.88570 -1.53684  0.304
14 H 3.31371 -0.84218 -1.13487  0.273
15 H 0.34442 -0.88634 0.79282  0.392
16 H -3.87904 0.28396 1.39645  0.077
17 N -0.91175 1.09813 2.25641  -0.623
18 H -1.00191 2.04349 2.59364  0.232
19 H -0.43906 2.07326 0.55865  0.322
20 H -1.93837 1.23626 -0.92877  0.294
21 H 1.37041 -0.93925 -2.64924  0.436
22 C -0.73758 1.04796 0.80595  0.476

---

Entry 5:
This record from the OMol25 dataset describes one molecule with the formula C5H14N2Si. The level of theory is wB97M-V/def2-TZVPD.

Lowest unoccupied orbital energy in eV: 0.7
SMILES: CC/C=C/[Si](C)(N)N
Calculated total energy in a.u.: -597.8930
HOMO level in eV: -8.5
Frontier orbital gap in eV: 9.214

Last column: Mulliken charge in e.
Cartesian coordinates (Å):
1 H -0.18976 -1.64185 1.05253  0.251
2 Si 2.14009 -0.16188 0.03878  0.302
3 H 3.24429 2.18397 0.22755  0.443
4 H -4.55466 0.18478 0.17969  0.426
5 H 1.17992 0.07778 -1.93718  0.243
6 H 1.68362 2.21174 -0.14336  0.323
7 H 2.86252 -0.45053 -2.27631  0.246
8 C 2.36447 1.66504 0.44073  -1.236
9 C -2.57734 -0.64295 0.28660  -0.409
10 H 3.80529 -1.12982 1.50419  0.208
11 C -0.07323 -0.66912 0.55363  -0.681
12 N 1.97619 -0.53705 -1.67072  -0.582
13 C -3.66651 0.28692 -0.27023  -1.240
14 H -2.72283 -1.58587 -0.18554  0.312
15 H -3.31772 1.32395 -0.18690  0.309
16 N 3.23992 -1.24402 0.67661  -0.427
17 H -2.76565 -0.73214 1.30345  0.362
18 H 3.37031 -2.08357 0.18338  0.198
19 H 2.14588 2.06140 1.39172  0.427
20 C -1.09843 -0.04494 0.05391  -0.111
21 H -1.02806 0.86865 -0.42165  0.401
22 H -3.78842 0.00219 -1.34798  0.238

---

Entry 6:
This record from the OMol25 dataset describes a 2-piece molecular cluster, C5H14N3 overall. The level of theory is wB97M-V/def2-TZVPD.

Lowest unoccupied orbital energy in eV: -3.0
Total charge: +1
Calculated total energy in a.u.: -362.8940
HOMO level in eV: -11.8
Frontier orbital gap in eV: 8.749

Last column: Mulliken charge in e.
Cartesian coordinates (Å):
1 H -0.81404 -4.29154 1.65700  0.275
2 H 0.81191 2.57009 -1.57256  0.249
3 H -0.47560 -2.06146 2.19535  0.274
4 H 1.72570 0.17214 0.81779  0.379
5 H 0.34126 0.05978 -0.11171  0.303
6 N 0.08022 -3.89585 1.40280  -0.479
7 C 0.92511 -1.75736 0.67727  -0.397
8 C 0.04482 2.60126 0.53375  -1.005
9 C 0.02198 2.20763 -0.91711  -0.364
10 H 0.29400 -0.05513 1.59053  0.357
11 C -0.93924 1.45656 -1.47966  -0.028
12 H 0.98836 2.47313 1.06067  0.320
13 H -0.26936 1.33314 -3.37159  0.218
14 C 0.14102 -2.53064 1.43064  -0.085
15 H -0.66987 1.96795 1.07849  0.250
16 H 1.51819 -2.11410 -0.15260  0.321
17 H -1.63025 0.34954 -3.02500  0.228
18 H 0.40188 -4.29163 0.52790  0.253
19 N -1.10807 1.18562 -2.83115  -0.525
20 N 0.81350 -0.28346 0.74358  -0.233
21 H -1.86776 1.28949 -0.92815  0.357
22 H -0.33377 3.61484 0.67375  0.331

---

Entry 7:
This record from the OMol25 dataset describes C5H14N3 as an isolated structure. The level of theory is wB97M-V/def2-TZVPD.

Lowest unoccupied orbital energy in eV: -2.9
Total charge: +1
Calculated total energy in a.u.: -362.8538
HOMO level in eV: -13.4
Frontier orbital gap in eV: 10.496

Last column: Mulliken charge in e.
Cartesian coordinates (Å):
1 C 1.70939 0.69112 0.26272  0.171
2 H 0.38534 3.40431 0.48504  0.324
3 H -1.49681 -3.62768 0.15899  0.359
4 N 0.66468 1.41025 0.03458  0.093
5 C -0.68297 0.88200 0.55205  -0.870
6 H -1.02648 -1.48711 1.33385  0.253
7 H -0.65269 0.56822 1.64514  0.362
8 C 0.68262 2.75329 -0.41848  -0.962
9 H -1.54816 1.60071 0.46115  0.361
10 H -0.06784 2.78192 -1.18430  0.324
11 H -1.47287 -2.72793 -1.40360  0.285
12 H 0.77900 -1.20961 0.54571  0.390
13 H -2.35429 -0.17391 -0.30056  0.403
14 H 0.05573 -3.13932 -0.68990  0.267
15 N -0.79817 -1.59366 0.37821  -0.404
16 H 1.60958 3.15893 -0.86064  0.399
17 H 2.70006 -0.98452 0.41898  0.286
18 C -1.21632 -0.24258 -0.25935  -0.442
19 C -1.01462 -2.85707 -0.40240  -0.855
20 H -0.83406 -0.14582 -1.40930  0.325
21 H 2.83942 1.51619 0.06431  0.282
22 N 1.73946 -0.57773 0.58782  -0.350

---

Entry 8:
This record from the OMol25 dataset describes an isolated ion of composition C5H14N3 and charge +1. The level of theory is wB97M-V/def2-TZVPD.

Lowest unoccupied orbital energy in eV: -3.3
Total charge: +1
Calculated total energy in a.u.: -362.8155
HOMO level in eV: -11.9
Frontier orbital gap in eV: 8.578

Last column: Mulliken charge in e.
Cartesian coordinates (Å):
1 H 2.14734 -1.00784 -0.44695  0.435
2 H 1.53535 -1.06271 -2.65902  0.362
3 N -0.87695 0.52513 -0.94450  -0.888
4 C 1.09728 -0.85146 -0.21610  -0.724
5 C -0.66858 0.20132 1.43984  0.746
6 H -1.28234 -1.65368 1.06147  0.253
7 N 0.47941 0.10703 -1.22797  0.299
8 H 1.48277 0.68759 1.22911  0.362
9 H -0.07280 -0.88492 -3.08455  0.293
10 C -1.07014 1.52953 1.77944  -1.182
11 H 1.14157 0.49339 -3.31271  0.309
12 H -1.52868 -0.33671 -1.11031  0.199
13 H 0.54550 -1.73608 -0.26408  0.438
14 H -1.98159 1.58570 1.19372  0.406
15 H -1.19426 1.91599 2.78001  0.385
16 H -0.26715 2.15606 1.33851  0.290
17 C 0.79284 -0.19276 1.14766  -1.068
18 H 1.04974 -0.90575 1.90600  0.471
19 C 0.71677 -0.34292 -2.70178  -0.771
20 H -2.48169 -0.66966 1.89298  0.311
21 H 0.96136 0.93391 -1.02790  0.332
22 N -1.47638 -0.78620 1.55137  -0.257

---

Entry 9:
This record from the OMol25 dataset describes an isolated ion of composition C5H14N3 and charge +1. The level of theory is wB97M-V/def2-TZVPD.

Lowest unoccupied orbital energy (alpha / beta) in eV: -3.0 / -7.2
Expectation value of S²: 2.0078
Total charge: +1
Calculated total energy in a.u.: -362.6391
HOMO level (alpha / beta) in eV: -10.0 / -14.4
Multiplicity: 3
Frontier orbital gap (alpha / beta) in eV: 7.011 / 7.196

Last column: Mulliken charge in e.
Cartesian coordinates (Å):
1 H -3.01381 -2.06167 0.54530  0.376
2 N -1.36639 0.82957 -0.40956  -0.458
3 H 3.47738 -1.43435 1.05807  0.315
4 H 0.03424 2.63553 -0.26563  0.356
5 H 0.48588 -0.76881 -1.57056  0.454
6 H -1.30703 -1.83576 0.30026  0.300
7 C 3.12983 -0.55201 0.58428  -0.681
8 H 2.60966 0.05849 1.47045  0.257
9 C -2.27778 -1.53408 -0.04981  -0.945
10 H 1.26979 1.67328 -0.93022  0.447
11 H -2.54203 -1.81538 -1.08958  0.283
12 C -2.43922 0.01342 0.12530  -0.606
13 C 1.01967 -0.48023 -0.66217  -0.339
14 H -0.05665 0.30554 1.07616  0.428
15 H -3.28884 0.40404 -0.25775  0.429
16 C 0.69926 1.84310 -0.09885  -0.921
17 H 1.33109 2.00733 0.71737  0.391
18 H -1.34205 0.78286 -1.45196  0.265
19 N 2.15408 -0.89490 -0.44087  -0.092
20 H -2.51586 0.22488 1.23551  0.308
21 H 3.94175 0.08115 0.00647  0.291
22 N -0.00299 0.51799 0.10777  0.143

---

Entry 10:
This record from the OMol25 dataset describes a 3-piece molecular cluster, C5H14N3 overall. The level of theory is wB97M-V/def2-TZVPD.

Lowest unoccupied orbital energy (alpha / beta) in eV: -11.4 / -11.8
Expectation value of S²: 0.7540
Total charge: +2
Calculated total energy in a.u.: -362.2556
HOMO level (alpha / beta) in eV: -18.1 / -18.1
Multiplicity: 2
Frontier orbital gap (alpha / beta) in eV: 6.713 / 6.308

Last column: Mulliken charge in e.
Cartesian coordinates (Å):
1 H 2.27348 -1.85772 -0.72869  0.294
2 C -0.92477 -1.56269 0.02756  -0.452
3 H 2.05291 2.75927 1.07242  0.344
4 C 1.60129 1.41201 -0.36116  0.676
5 H -0.04934 1.77145 -1.62866  0.358
6 N -1.98562 -0.64331 0.21946  -0.098
7 C -3.07670 -0.74816 -0.62352  0.061
8 H -2.16954 -0.32529 1.17277  0.344
9 C 0.52479 2.19823 -0.81578  -0.641
10 H -2.88360 -0.88956 -1.68457  0.394
11 H 1.50042 0.30435 -0.50416  0.300
12 H 0.46142 3.22030 -0.45180  0.330
13 H -4.55394 -0.52801 0.66467  0.269
14 H 3.51810 2.16210 0.62017  0.378
15 C 2.48413 1.79609 0.73179  -0.919
16 H -1.15750 -1.86491 -0.99532  0.324
17 H 2.37993 -2.01277 0.89055  0.286
18 N -4.27709 -0.86340 -0.26671  -0.384
19 N 1.94277 -1.46972 0.15144  -0.705
20 H 2.52435 1.10305 1.57557  0.274
21 H 0.88482 -1.59783 0.17595  0.087
22 H -1.07030 -2.36348 0.75800  0.480

---

Ordered energy above the lowest of the compared OMol25 structures with the same formula, charge and spin results: 138.12 205.33 83.41 48.55 63.98 223.66 329.20 429.84 382.05 732.97; unit kJ/mol.